Entry 1:
ORCA calculation (ωB97M-V/def2-TZVPD) on a structure of composition C26H15Cl3NO6S3Sn at a distorted geometry.

Values from the calculation:
E_HOMO (alpha / beta), eV: -11.3 / -11.3
Maximum force, eV Å⁻¹: 1.73
E_LUMO (alpha / beta), eV: -5.97 / -7.08
Charge: +1
HOMO-LUMO gap (alpha / beta), eV: 5.3 / 4.2
Molecular weight, u: 758.7

Each line ends with the Löwdin charge.
Geometry (Å):
H -2.997 -1.228 3.842  0.07
H 1.401 -1.061 -3.132  0.10
Sn -0.059 0.319 -0.605  1.48
Cl 0.439 -1.407 1.871  0.87
C -5.763 2.904 1.387  -0.09
C -4.048 1.397 1.064  -0.37
Cl -1.961 -6.063 2.950  0.80
C -0.807 -3.745 2.270  -0.09
C 1.988 -4.836 -2.891  -0.14
O 2.032 -0.607 -0.743  -0.30
H -3.333 -1.016 -1.148  0.12
C -2.394 0.504 2.698  -0.49
C -1.663 0.187 4.874  -0.17
H 0.775 -2.519 -5.019  0.11
O 2.808 -6.712 -1.839  0.09
H -2.382 -5.917 0.145  0.12
O -1.916 0.587 0.390  -0.50
O -0.552 -1.965 -0.853  -0.16
H -0.525 -3.674 3.311  0.12
H -0.419 1.965 5.217  0.08
H -6.465 3.517 1.932  0.13
C 2.407 -4.024 -1.847  0.06
C -4.863 2.031 1.991  -0.05
H -4.786 1.889 3.058  0.14
N 2.123 -6.295 -2.750  -0.35
H -6.078 -3.493 1.101  0.08
C -3.878 -1.391 -0.294  -0.12
C -1.867 -5.026 0.474  -0.10
C -1.519 -4.870 1.821  -0.63
C 1.417 -4.317 -4.041  -0.01
C -3.750 -0.857 0.973  -0.41
C -1.049 1.364 4.581  -0.38
S -4.798 -1.673 2.086  1.11
H -1.563 -0.321 5.821  0.11
S -1.396 1.892 2.993  1.07
O 1.514 -6.985 -3.547  0.08
C -5.648 2.910 0.004  -0.30
C -5.347 -2.735 0.865  -0.34
C 1.222 -2.950 -4.133  -0.05
H 1.131 -4.987 -4.840  0.12
O 3.357 -2.240 0.069  0.07
Cl -1.968 -4.174 -2.063  0.83
C 2.195 -2.660 -1.948  -0.12
C 2.596 -1.761 -0.751  -0.63
C -2.944 0.389 1.293  -0.64
C -4.772 -2.472 -0.349  -0.15
C -0.463 -2.771 1.379  -0.51
C -0.834 -2.850 -0.018  -0.42
S -4.435 1.865 -0.565  1.16
H -4.991 -3.027 -1.249  0.11
C 1.586 -2.126 -3.075  -0.03
H -6.212 3.503 -0.699  0.09
C -2.435 -0.309 3.791  -0.15
H 2.881 -4.459 -0.980  0.13
C -1.544 -4.043 -0.419  -0.56


Entry 2:
ORCA calculation (ωB97M-V/def2-TZVPD) on a structure of composition C26H16F5N5OSW.

Values from the calculation:
E_HOMO (alpha / beta), eV: -6.1 / -8.0
2S+1: 3
Maximum force, eV Å⁻¹: 0.94
E_LUMO (alpha / beta), eV: -0.25 / -1.11
Charge: 0
HOMO-LUMO gap (alpha / beta), eV: 5.9 / 6.9
Molecular weight, u: 725.3

Each line ends with the Löwdin charge.
Geometry (Å):
C 1.170 2.748 -2.597  -0.01
C -2.460 -0.566 0.700  -0.11
C -2.619 -2.735 0.671  -0.10
C -0.887 2.710 -4.464  -0.02
C -0.011 4.754 -5.493  -0.19
H 1.967 2.752 -1.864  0.13
C 4.247 -1.404 4.910  -0.14
C 4.163 -1.565 3.541  -0.23
H -1.683 2.709 -5.195  0.12
H -2.056 0.435 0.730  0.12
C 1.847 -1.527 3.689  -0.19
N -1.740 -1.672 0.751  -0.08
C -0.238 2.371 0.290  -0.05
O 0.167 -3.539 1.104  -0.45
C -0.313 2.311 1.688  -0.09
H -4.733 0.725 -0.375  0.10
H -5.784 -0.452 0.424  0.09
F 0.733 -1.258 5.749  0.14
N 0.554 -1.781 -1.163  -0.18
C -4.849 0.096 0.505  0.00
C 0.800 -2.887 -1.976  -0.14
H 0.016 0.595 3.041  0.09
C 3.094 -1.299 5.681  -0.14
C 1.863 -1.361 5.055  -0.15
H -2.256 -3.747 0.695  0.10
C 0.933 -2.469 -3.270  -0.08
N 0.255 0.248 0.943  -0.17
N -3.762 -0.865 0.593  -0.11
F 5.303 -1.657 2.857  0.10
F 5.434 -1.347 5.505  0.14
C 0.299 0.670 -1.510  -0.08
C 0.070 3.723 -4.493  -0.24
H -1.538 0.927 -3.469  0.12
C -0.804 1.723 -3.498  -0.02
H 1.126 -3.104 -4.121  0.10
C 0.120 1.094 -0.166  -0.29
H 1.842 4.529 -3.596  0.12
N -0.078 5.579 -6.291  0.15
H -4.883 0.719 1.395  0.10
S 2.882 -1.841 1.115  0.67
H 0.832 -0.412 -4.143  0.11
H -0.551 3.119 2.362  0.09
C 0.221 1.727 -2.552  -0.20
C -3.877 -2.236 0.575  -0.04
H -4.835 -2.719 0.496  0.12
C 0.540 -0.657 -1.973  -0.26
F 0.588 -1.580 3.088  -0.07
H -0.411 3.229 -0.340  0.11
C -0.014 1.020 2.053  -0.19
C 1.102 3.741 -3.558  -0.02
H 0.858 -3.857 -1.510  0.10
C 2.942 -1.633 2.860  -0.51
W 0.460 -1.878 0.847  1.49
F 3.174 -1.141 6.997  0.14
C 0.777 -1.065 -3.290  -0.02


Entry 3:
ORCA calculation (ωB97M-V/def2-TZVPD) on a structure of composition C26H17AuN5O3SSe at a distorted geometry.

Values from the calculation:
E_HOMO, eV: -11.4
Maximum force, eV Å⁻¹: 1.20
E_LUMO, eV: -4.33
Charge: +1
HOMO-LUMO gap, eV: 7.1
Molecular weight, u: 755.4

Each line ends with the Löwdin charge.
Geometry (Å):
H -4.748 3.162 -1.697  0.13
C -3.703 1.293 -1.747  -0.07
H -3.030 4.234 -0.211  0.12
C -1.861 2.449 -0.093  -0.07
C -0.830 -2.553 -1.715  -0.07
H 0.923 2.167 1.136  0.07
C 4.133 -1.179 -0.626  -0.14
H 3.392 1.896 1.240  0.11
H 5.211 -2.773 0.312  0.13
C -4.634 0.599 -2.625  -0.34
C -3.880 2.619 -1.348  0.05
C 6.543 -0.344 -1.676  -0.05
Se -6.539 -0.083 -4.086  1.19
H -3.518 -3.286 -3.630  0.13
N -1.699 1.181 -0.452  0.00
H 5.433 1.243 -2.638  0.13
C -4.378 -0.758 -3.033  -0.34
O 2.444 1.896 -1.012  -0.31
C 1.976 0.592 2.187  -0.31
H 0.806 -0.838 3.287  0.12
C 6.480 -1.466 -0.854  -0.04
C 0.799 1.165 1.531  -0.15
C 3.262 1.081 1.939  -0.04
H 0.120 -2.936 -1.361  0.12
C -2.292 -0.761 -1.752  -0.13
C 1.804 -0.466 3.085  -0.05
C 4.168 -0.547 3.460  -0.06
H -1.384 -4.309 -2.809  0.12
H 7.388 -2.010 -0.632  0.11
H 5.345 0.887 2.384  0.11
H -0.115 1.027 2.122  0.08
C -2.844 -2.744 -2.980  0.04
H -1.108 2.875 0.556  0.11
C 2.739 -1.461 -0.158  -0.52
C -2.580 0.600 -1.294  -0.12
N -1.139 -1.319 -1.346  0.00
O 2.400 -2.347 0.593  0.08
C 2.894 -1.035 3.718  -0.06
H 7.497 -0.033 -2.078  0.11
O 2.142 0.522 -3.011  -0.28
C 4.210 -0.063 -1.443  -0.22
C -1.670 -3.306 -2.530  0.00
N 1.876 -0.556 -0.730  -0.20
Au 0.022 -0.018 -0.009  1.20
C -2.941 3.205 -0.528  0.00
C 5.272 -1.900 -0.323  0.01
S 2.594 0.617 -1.657  0.62
C -3.172 -1.442 -2.592  -0.07
H 2.755 -1.857 4.407  0.11
H 5.025 -0.986 3.954  0.11
N -5.732 1.140 -3.078  -0.21
N -5.273 -1.302 -3.813  -0.21
C 5.397 0.377 -1.992  -0.02
C 4.349 0.510 2.575  -0.06


Entry 4:
ORCA calculation (ωB97M-V/def2-TZVPD) on a structure of composition C26H17BF2N3NdO7S4 at a distorted geometry.

Values from the calculation:
E_HOMO (alpha / beta), eV: -0.9 / -0.9
2S+1: 4
Maximum force, eV Å⁻¹: 3.65
E_LUMO (alpha / beta), eV: 3.90 / 3.90
Charge: -2
HOMO-LUMO gap (alpha / beta), eV: 4.8 / 4.8
Molecular weight, u: 804.8

Each line ends with the Löwdin charge.
Geometry (Å):
H 12.219 14.732 7.115  0.11
C 14.785 17.429 13.873  -0.14
H 12.382 6.871 9.162  0.08
C 7.204 13.298 8.762  0.05
S 10.711 15.649 13.116  0.90
O 6.180 11.965 5.662  0.02
H 9.783 16.200 10.967  0.08
C 7.234 12.528 7.648  -0.17
H 11.486 18.161 13.625  0.09
H 8.801 8.112 11.137  0.09
S 13.340 13.680 13.936  0.52
Nd 10.545 12.641 12.511  1.34
C 8.162 11.577 7.342  0.06
C 10.564 9.171 11.725  -0.76
O 11.356 10.645 8.271  0.07
C 12.732 13.357 8.687  -0.04
C 13.447 15.368 13.771  -0.76
C 12.672 13.066 10.060  -0.30
H 13.638 8.730 10.323  0.09
H 13.546 11.202 9.693  0.07
H 6.477 14.070 8.862  0.12
C 9.857 8.220 10.953  -0.14
C 11.863 7.551 9.829  -0.12
C 8.127 13.013 9.758  -0.03
C 12.582 8.582 10.477  -0.13
N 10.199 10.436 7.871  -0.30
S 9.803 9.841 13.126  0.50
F 10.135 12.992 16.671  0.05
O 7.635 15.101 10.706  0.00
H 13.198 12.642 8.037  0.10
B 10.629 12.419 15.557  -0.74
H 11.362 17.029 11.272  0.10
C 12.299 16.223 13.623  -0.55
H 13.743 19.275 13.921  0.08
H 10.977 16.263 8.744  0.12
N 11.931 13.858 10.851  0.00
C 13.659 18.196 13.847  -0.16
C 14.701 16.038 13.825  -0.14
C 9.107 11.304 8.318  -0.04
O 9.825 9.580 7.057  0.03
C 12.413 17.602 13.721  -0.15
H 9.911 6.786 9.369  0.10
H 15.606 15.453 13.902  0.08
O 9.878 11.585 10.539  -0.21
C 11.514 15.370 9.062  -0.02
C 10.499 7.466 9.995  -0.13
S 12.828 10.842 11.980  0.85
C 9.095 11.958 9.615  -0.27
O 8.578 13.567 12.100  -0.25
C 10.813 16.057 11.339  -0.38
H 8.119 11.054 6.379  0.13
O 5.223 13.489 6.955  0.03
C 11.481 15.061 10.440  -0.29
N 6.128 12.685 6.661  -0.33
C 11.923 9.431 11.348  -0.55
C 13.451 11.862 10.564  -0.36
H 15.749 17.925 13.990  0.09
C 8.125 13.972 10.933  -0.55
C 12.185 14.526 8.195  -0.06
F 11.440 11.378 15.829  0.03
H 14.459 12.136 10.895  0.08